23
Properties=species:S:1:pos:R:3:lowdin_charge:R:1 method="wB97M-V/def2-TZVPD" orbital_gap_ha="0.2775 / 0.2057" charge=+1 e_tot_ha=-346.72706 largest_force_ev_per_a=6.04 e_lumo_ev="-3.80 / -4.79" relative_energy_kj_mol=487.1 e_homo_ev="-11.35 / -10.39"
C 2.66 -0.11 0.42 -0.15
C -2.28 0.04 1.29 -0.03
C -0.64 1.39 0.05 -0.06
C -2.14 -0.40 -1.20 -0.07
C 0.75 -1.47 0.07 -0.03
C -1.59 0.28 -0.04 -0.32
N 3.54 0.68 -0.34 0.11
N 1.96 -0.98 -0.26 -0.03
H 2.86 -0.05 1.50 0.16
H -2.56 -1.02 1.33 0.10
H -1.65 0.38 2.06 0.06
H -3.25 0.60 1.19 0.13
H -1.33 2.22 0.13 0.12
H -0.20 1.33 1.05 0.09
H 0.05 1.49 -0.68 0.05
H -2.56 -1.31 -0.99 0.04
H -1.41 -0.52 -2.12 0.13
H -2.94 0.31 -1.73 0.16
H 0.38 -2.28 -0.56 0.08
H 0.63 -1.68 1.14 0.09
H 4.33 1.08 0.12 0.10
H 3.16 1.15 -1.14 0.10
H 2.21 -1.12 -1.28 0.20

***

24
Properties=species:S:1:pos:R:3:lowdin_charge:R:1 method="wB97M-V/def2-TZVPD" smiles=CCN(CC)CCN orbital_gap_ha=0.3316 charge=0 e_tot_ha=-347.58278 largest_force_ev_per_a=6.32 e_lumo_ev=1.02 relative_energy_kj_mol=372.9 e_homo_ev=-8.00
N 1.47 -1.63 -1.59 -0.02
C 1.01 -0.23 -2.13 -0.20
C 0.78 0.47 -0.81 -0.28
N -0.52 0.27 -0.06 -0.12
C -0.34 0.90 1.43 -0.22
C 0.28 2.22 1.31 -0.16
C -1.09 -1.10 0.02 -0.30
C -2.08 -1.24 1.11 -0.13
H 2.56 -1.63 -1.63 0.10
H 1.15 -2.30 -2.17 -0.01
H 0.24 -0.38 -2.81 0.07
H 1.96 0.30 -2.49 0.12
H 0.89 1.66 -1.08 0.13
H 1.73 0.49 -0.17 0.11
H 0.40 0.40 2.11 0.13
H -1.38 0.97 1.63 0.08
H 1.25 2.23 0.72 0.07
H -0.35 2.99 0.99 0.05
H 0.80 2.62 2.26 0.11
H -0.29 -1.76 0.42 0.10
H -1.31 -1.40 -1.04 0.13
H -2.27 -2.29 1.08 0.06
H -1.83 -0.82 2.07 0.05
H -3.09 -0.76 0.83 0.11

***

47
Properties=species:S:1:pos:R:3:lowdin_charge:R:1 method="wB97M-V/def2-TZVPD" orbital_gap_ha=0.3197 charge=-2 e_tot_ha=-1769.40402 largest_force_ev_per_a=3.38 e_lumo_ev=4.91 relative_energy_kj_mol=353.1 e_homo_ev=-3.79
S -0.30 0.06 0.01 0.48
O -0.02 -1.18 0.70 -0.32
O 0.12 1.21 0.80 -0.32
O 0.40 0.12 -1.31 -0.34
O -1.68 0.13 -0.25 -0.27
O 0.69 -1.58 -3.12 -0.10
H 0.66 -0.85 -2.45 -0.04
H -0.17 -2.02 -3.07 0.03
O 0.45 0.42 3.45 -0.09
H 0.38 0.90 2.61 -0.02
H 1.29 -0.09 3.32 0.04
O 2.71 1.11 -1.20 -0.07
H 1.83 0.66 -1.10 -0.03
H 3.43 0.51 -1.07 0.01
O 2.18 2.50 1.50 -0.11
H 2.54 2.89 0.72 0.03
H 1.35 1.94 1.19 0.01
O -1.70 -2.74 1.97 -0.07
H -1.29 -3.29 2.69 0.07
H -0.93 -2.30 1.58 -0.02
O -3.65 1.45 -0.89 -0.09
H -3.37 2.13 -1.54 0.04
H -2.85 1.00 -0.59 -0.06
O 0.17 1.61 -3.33 -0.05
H 0.39 2.37 -2.88 -0.01
H 0.19 1.02 -2.54 -0.02
O 1.83 -2.03 2.20 -0.07
H 2.67 -2.08 1.74 0.03
H 1.18 -1.71 1.55 -0.04
O 0.30 -3.47 -0.11 -0.04
H 0.10 -2.55 0.22 -0.03
H -0.19 -4.05 0.42 0.02
O -0.80 3.60 0.74 -0.08
H -0.57 3.94 1.60 -0.04
H -0.50 2.67 0.75 -0.03
O -3.25 -1.76 -0.27 -0.14
H -3.30 -2.12 0.66 0.02
H -2.64 -0.96 -0.19 -0.05
O -1.92 -0.24 -3.63 -0.03
H -1.47 0.54 -3.42 -0.05
H -2.76 -0.18 -3.17 0.03
O 0.54 3.96 3.05 -0.11
H -0.29 3.48 3.19 0.04
H 1.11 3.55 2.35 0.00
O 2.43 -2.78 -1.34 -0.10
H 1.62 -3.11 -0.88 -0.02
H 3.12 -2.71 -0.67 0.00

***

55
Properties=species:S:1:pos:R:3:lowdin_spin:R:1 method="wB97M-V/def2-TZVPD" orbital_gap_ha="0.1523 / 0.2318" charge=+1 e_tot_ha=-1353.23490 largest_force_ev_per_a=5.07 e_lumo_ev="-4.83 / -6.09" multiplicity=6 s2=8.84 e_homo_ev="-8.98 / -12.40"
O -1.01 -0.61 -3.96 0.13
H -0.65 -0.52 -4.89 0.01
Ru -0.16 0.25 -0.85 2.12
N 1.33 -0.86 -1.28 0.20
N -0.91 -1.49 -0.41 0.24
N 0.68 1.86 -0.48 0.01
N -1.67 1.21 0.09 0.06
O 2.51 -0.38 -1.48 0.40
O 2.02 1.94 -0.40 -0.02
O -2.62 0.59 0.76 0.02
O -1.92 -1.78 0.39 0.34
C -0.20 -2.56 -0.92 0.07
C 1.08 -2.20 -1.41 0.08
C -0.09 2.86 -0.01 0.11
C -1.39 2.49 0.41 0.06
C 2.06 -3.05 -2.12 0.01
H 1.78 -3.12 -3.17 0.00
H 2.09 -4.05 -1.72 0.00
H 3.05 -2.62 -2.07 0.00
C -0.86 -3.88 -1.01 0.01
H -1.75 -3.82 -1.66 0.00
H -1.18 -4.25 -0.03 0.00
H -0.16 -4.59 -1.45 0.00
C 0.56 4.16 0.17 0.02
C -2.36 3.31 1.18 0.01
H 1.30 4.34 -0.61 0.00
H 1.06 4.26 1.15 0.01
H -0.19 4.95 0.11 0.00
H -3.23 2.71 1.48 0.00
H -2.71 4.13 0.54 0.00
H -1.86 3.69 2.08 0.00
H 2.35 0.98 -0.73 0.00
H -2.37 -0.51 0.65 0.00
C -2.95 -0.57 -3.24 0.65
H -2.93 -1.64 -3.05 0.04
H -2.97 -0.04 -4.14 0.03
H -3.31 -0.06 -2.24 0.05
O 0.34 0.92 -2.75 0.23
H -0.50 0.23 -3.48 0.01
H 0.13 1.80 -3.05 0.01
C 2.36 -1.84 2.81 0.00
C 0.97 -1.40 2.38 0.00
O 0.98 -0.10 1.73 0.06
C 1.26 0.97 2.67 0.00
C 0.09 1.21 3.60 0.00
H 3.09 -1.65 2.02 0.00
H 2.34 -2.92 3.01 0.00
H 2.66 -1.33 3.73 0.00
H 0.54 -2.08 1.64 0.00
H 0.28 -1.36 3.24 0.00
H 2.18 0.73 3.23 0.00
H 1.46 1.84 2.04 0.00
H 0.12 0.51 4.44 0.00
H 0.17 2.22 4.01 0.00
H -0.87 1.11 3.08 0.00

***

192
Properties=species:S:1:pos:R:3:lowdin_charge:R:1 method="wB97M-V/def2-TZVPD" orbital_gap_ha=0.2414 charge=0 e_tot_ha=-4373.72303 largest_force_ev_per_a=5.33 e_lumo_ev=0.49 e_homo_ev=-6.08
C -11.64 -1.41 21.76 -0.10
C -10.12 -1.10 21.81 -0.25
C -9.06 -2.22 21.78 -0.19
C -9.21 -2.83 20.31 -0.25
P -8.18 -4.33 20.07 1.06
C -9.04 -5.75 20.70 -0.24
C -10.18 -5.50 21.74 -0.20
C -11.16 -6.65 22.08 -0.26
C -10.64 -8.03 22.03 -0.13
C -7.94 -4.47 18.23 -0.23
C -9.14 -3.94 17.36 -0.20
C -8.98 -4.14 15.81 -0.23
C -8.80 -5.57 15.30 -0.09
C -6.64 -4.17 21.06 -0.23
C -5.50 -3.37 20.30 -0.19
C -5.73 -1.81 20.13 -0.25
C -4.53 -1.12 19.50 -0.09
H -11.99 -2.03 20.94 0.05
H -12.26 -0.52 21.77 0.07
H -11.97 -1.89 22.69 0.07
H -10.04 -0.45 22.68 0.10
H -9.96 -0.44 20.96 0.08
H -9.26 -2.97 22.55 0.09
H -8.04 -1.90 21.97 0.07
H -8.81 -2.10 19.61 0.07
H -10.23 -2.96 19.94 0.08
H -8.31 -6.36 21.23 0.09
H -9.31 -6.35 19.83 0.08
H -10.84 -4.69 21.41 0.08
H -9.79 -5.19 22.71 0.10
H -11.84 -6.70 21.23 0.07
H -11.68 -6.61 23.04 0.11
H -11.30 -8.86 22.27 0.08
H -9.81 -8.12 22.73 0.07
H -10.08 -8.25 21.11 0.05
H -7.75 -5.54 18.19 0.06
H -7.05 -3.90 17.98 0.08
H -9.12 -2.86 17.48 0.10
H -10.04 -4.38 17.79 0.10
H -8.10 -3.57 15.52 0.10
H -9.72 -3.55 15.27 0.10
H -9.78 -6.00 15.08 0.05
H -8.34 -6.28 15.97 0.07
H -8.28 -5.53 14.34 0.05
H -6.31 -5.19 21.25 0.07
H -6.79 -3.74 22.05 0.07
H -5.27 -3.87 19.35 0.09
H -4.62 -3.53 20.92 0.09
H -6.16 -1.51 21.08 0.07
H -6.52 -1.59 19.41 0.08
H -3.76 -1.19 20.28 0.05
H -4.67 -0.11 19.12 0.06
H -4.11 -1.59 18.61 0.08
C -5.49 -7.96 20.45 -0.41
O -6.17 -7.06 19.67 -0.40
H -5.78 -8.98 20.20 0.04
H -4.40 -8.06 20.40 0.01
H -5.58 -7.81 21.53 0.03
C -1.65 -5.92 21.56 -0.01
C -1.48 -4.81 20.57 -0.47
O -1.82 -3.64 20.70 0.04
C -0.77 -5.08 19.25 -0.01
H -1.97 -5.58 22.54 0.05
H -0.69 -6.40 21.74 0.09
H -2.44 -6.60 21.24 0.09
H -1.21 -5.99 18.84 0.06
H 0.30 -5.19 19.44 0.09
H -0.94 -4.24 18.58 0.09
C -12.77 -5.28 13.62 -0.02
C -12.25 -4.56 12.37 -0.50
O -12.16 -3.36 12.42 0.07
C -11.98 -5.41 11.21 -0.03
H -12.11 -5.46 14.47 0.07
H -13.16 -6.23 13.26 0.07
H -13.65 -4.80 14.03 0.07
H -11.28 -6.19 11.52 0.09
H -11.51 -4.86 10.39 0.09
H -12.85 -5.83 10.71 0.09
C -13.86 -5.29 17.44 -0.01
C -13.74 -4.42 18.72 -0.45
O -12.68 -4.41 19.33 0.03
C -14.94 -3.56 19.16 0.00
H -13.54 -4.53 16.72 0.08
H -14.89 -5.50 17.13 0.08
H -13.21 -6.16 17.52 0.07
H -14.59 -2.60 19.54 0.08
H -15.43 -4.05 20.00 0.08
H -15.68 -3.57 18.36 0.07
C -3.15 -7.67 17.42 -0.02
C -3.59 -6.67 16.35 -0.48
O -2.87 -6.40 15.42 0.05
C -5.03 -6.17 16.51 -0.01
H -3.46 -8.67 17.13 0.10
H -3.27 -7.31 18.44 0.06
H -2.07 -7.69 17.31 0.06
H -5.31 -5.56 15.65 0.06
H -5.22 -5.66 17.45 0.05
H -5.61 -7.08 16.66 0.09
C -5.61 -5.60 12.76 -0.04
C -5.05 -6.82 12.20 -0.47
O -5.43 -7.94 12.63 0.02
C -3.80 -6.66 11.32 -0.02
H -4.73 -5.07 13.12 0.09
H -6.41 -5.70 13.49 0.06
H -5.94 -5.00 11.91 0.09
H -3.45 -7.54 10.77 0.08
H -2.96 -6.28 11.89 0.09
H -4.11 -6.00 10.51 0.07
F -2.13 0.62 21.02 0.02
C -0.79 0.33 21.12 -0.26
C 0.03 0.47 19.99 0.01
C 1.38 0.02 20.07 -0.09
C 1.94 -0.38 21.22 -0.11
C 1.14 -0.39 22.39 -0.05
C -0.25 -0.07 22.31 -0.02
H -0.42 0.82 19.07 0.10
H 1.97 0.13 19.17 0.10
H 2.99 -0.57 21.36 0.10
H 1.58 -0.84 23.27 0.10
H -0.89 -0.25 23.17 0.10
F -14.43 -8.65 17.52 0.03
C -14.94 -8.30 18.75 -0.27
C -14.10 -8.05 19.84 0.00
C -14.66 -7.63 21.07 -0.09
C -16.01 -7.66 21.27 -0.10
C -16.84 -7.88 20.14 -0.07
C -16.31 -8.15 18.87 -0.02
H -13.02 -8.06 19.77 0.10
H -14.12 -7.21 21.91 0.10
H -16.44 -7.39 22.22 0.10
H -17.90 -7.91 20.32 0.10
H -16.92 -8.32 17.99 0.12
F -2.92 7.03 17.92 0.04
C -2.88 5.69 18.25 -0.25
C -2.69 5.27 19.57 -0.04
C -2.62 3.94 19.90 -0.09
C -2.62 3.00 18.86 -0.09
C -2.98 3.37 17.58 -0.07
C -3.12 4.74 17.28 -0.03
H -2.77 5.92 20.44 0.11
H -2.60 3.49 20.88 0.11
H -2.62 1.93 19.06 0.08
H -3.31 2.67 16.82 0.10
H -3.43 5.02 16.29 0.11
F -8.38 0.61 19.66 0.05
C -7.58 1.67 19.85 -0.28
C -6.81 1.75 21.02 0.01
C -6.00 2.89 21.20 -0.07
C -6.03 3.97 20.33 -0.10
C -6.83 3.87 19.22 -0.09
C -7.56 2.71 18.94 -0.01
H -6.69 0.92 21.71 0.10
H -5.23 2.89 21.96 0.10
H -5.43 4.87 20.39 0.10
H -6.98 4.70 18.53 0.11
H -8.18 2.72 18.06 0.11
F -6.22 -1.16 23.81 0.02
C -5.15 -1.85 24.29 -0.26
C -5.17 -2.44 25.56 -0.02
C -3.95 -2.98 25.98 -0.09
C -2.78 -2.95 25.21 -0.08
C -2.81 -2.45 23.90 -0.07
C -4.00 -1.80 23.50 0.00
H -6.09 -2.43 26.12 0.12
H -3.99 -3.52 26.92 0.10
H -1.88 -3.37 25.65 0.10
H -1.94 -2.46 23.26 0.09
H -4.05 -1.22 22.60 0.10
F -6.12 -4.95 24.14 0.07
C -5.56 -6.13 24.34 -0.27
C -6.19 -7.19 24.97 -0.01
C -5.45 -8.33 25.24 -0.09
C -4.15 -8.40 24.89 -0.12
C -3.47 -7.39 24.30 -0.09
C -4.18 -6.24 24.06 -0.01
H -7.24 -7.10 25.22 0.11
H -5.98 -9.10 25.77 0.11
H -3.72 -9.39 24.96 0.11
H -2.47 -7.48 23.90 0.11
H -3.64 -5.49 23.51 0.08
F -10.68 -8.39 16.09 0.05
C -10.52 -9.30 17.08 -0.31
C -11.17 -10.44 16.98 -0.04
C -11.12 -11.41 18.00 -0.04
C -10.13 -11.21 19.03 -0.08
C -9.47 -9.99 19.15 -0.09
C -9.69 -9.06 18.16 -0.01
H -11.78 -10.64 16.11 0.12
H -11.75 -12.28 18.01 0.10
H -10.06 -11.95 19.81 0.09
H -8.76 -9.89 19.96 0.11
H -9.05 -8.18 18.23 0.10

***

14
Properties=species:S:1:pos:R:3:lowdin_charge:R:1 method="wB97M-V/def2-TZVPD" smiles="N=[S@H](=O)C1=C=C=CC=C1" orbital_gap_ha="0.3288 / 0.3287" charge=0 e_tot_ha=-759.50688 largest_force_ev_per_a=5.45 e_lumo_ev="-0.58 / -0.58" relative_energy_kj_mol=682.9 e_homo_ev="-9.53 / -9.53"
C 1.01 2.56 -0.09 -0.01
C -0.26 2.17 0.01 -0.01
C 2.04 1.75 -0.07 -0.11
C 1.70 0.31 -0.09 -0.11
C 0.48 -0.18 -0.05 0.09
C -0.93 1.07 0.11 -0.21
N -2.26 -1.14 -0.36 -0.23
O -3.57 1.14 -0.46 -0.39
S -2.55 0.35 0.15 0.70
H 3.11 2.06 0.08 0.12
H 2.61 -0.26 -0.22 0.11
H -0.04 -1.03 -0.03 0.00
H -3.15 -1.41 -0.71 -0.02
H -2.88 0.60 1.48 0.08

***

12
Properties=species:S:1:pos:R:3:lowdin_charge:R:1 method="wB97M-V/def2-TZVPD" smiles="C=CN=C.O" orbital_gap_ha=0.3496 charge=0 e_tot_ha=-248.38302 largest_force_ev_per_a=5.24 e_lumo_ev=0.07 relative_energy_kj_mol=376.7 e_homo_ev=-9.44
C 0.53 0.71 -0.14 -0.26
C 0.72 0.93 -1.47 -0.02
C 1.35 -0.77 1.53 -0.02
N 0.43 -0.51 0.64 -0.04
H 0.95 1.62 0.52 0.13
H 0.14 0.20 -2.19 0.08
H 1.46 1.60 -1.98 0.07
H 1.34 -1.80 1.76 0.05
H 2.32 -0.30 1.67 0.07
H -1.89 -0.61 0.16 -0.04
H -2.11 0.06 -1.11 0.02
O -2.60 -0.29 -0.35 -0.05

***

76
Properties=species:S:1:pos:R:3:lowdin_charge:R:1 method="wB97M-V/def2-TZVPD" orbital_gap_ha=0.2495 charge=+3 e_tot_ha=-9186.08769 largest_force_ev_per_a=0.36 e_lumo_ev=-9.12 e_homo_ev=-15.91
Mn 0.44 -0.09 -2.24 0.41
C 2.54 0.12 -2.97 -0.07
C 2.45 -0.99 -2.13 -0.09
C 1.56 -2.05 -2.41 -0.07
C 0.68 -1.94 -3.48 -0.06
C 0.75 -0.82 -4.34 -0.08
C 1.71 0.17 -4.11 -0.07
H 3.25 0.90 -2.77 0.14
H 3.10 -1.06 -1.26 0.13
H 1.54 -2.92 -1.77 0.10
H -0.05 -2.71 -3.67 0.14
H 0.08 -0.74 -5.18 0.14
H 1.76 1.02 -4.77 0.14
C -0.52 3.62 3.47 -0.20
Ge -0.46 4.78 1.94 1.17
C -2.03 5.06 0.90 -0.20
C 1.16 5.73 1.55 -0.19
C 0.52 0.84 -0.37 -0.11
H -0.27 4.21 4.35 0.06
H 0.24 2.84 3.38 0.03
H -1.51 3.18 3.60 0.04
H -2.67 5.75 1.46 0.06
H -2.60 4.14 0.78 0.03
H -1.81 5.51 -0.07 0.04
H 1.15 6.63 2.17 0.06
H 1.20 6.03 0.51 0.04
H 2.04 5.15 1.83 0.04
H 1.52 1.11 -0.05 0.08
H -0.21 1.65 -0.32 0.06
Se -3.40 -0.59 -2.93 1.29
N -3.86 0.95 -3.64 -0.17
C -2.80 1.74 -3.65 -0.35
C -2.67 3.07 -4.16 0.05
C -1.44 3.65 -4.06 -0.01
C -0.33 2.95 -3.46 -0.05
N -0.41 1.74 -2.99 0.07
C -1.63 1.15 -3.10 -0.44
N -1.71 -0.09 -2.65 -0.22
H -3.51 3.57 -4.62 0.14
H -1.27 4.64 -4.44 0.12
H 0.63 3.45 -3.41 0.13
C 0.06 -0.48 -0.21 -0.42
Ge 0.81 -1.77 1.05 1.31
C 1.63 -3.44 0.62 -0.33
C 3.03 -3.47 0.56 -0.13
C 3.69 -4.65 0.25 -0.04
C 2.97 -5.81 0.01 -0.03
C 1.58 -5.80 0.09 -0.04
C 0.91 -4.62 0.39 -0.10
C -1.35 -0.88 0.11 -0.35
C -2.29 -0.02 0.68 -0.06
C -3.54 -0.49 1.04 -0.04
C -3.86 -1.84 0.89 -0.04
C -2.94 -2.71 0.34 -0.04
C -1.69 -2.23 -0.06 -0.10
C 0.84 -1.27 2.88 -0.28
C 1.91 -1.77 3.64 -0.09
C 2.02 -1.44 4.98 -0.04
C 1.04 -0.66 5.58 -0.03
C -0.04 -0.18 4.85 -0.06
C -0.13 -0.47 3.50 -0.10
H 3.63 -2.59 0.76 0.11
H 4.77 -4.67 0.21 0.12
H 3.48 -6.73 -0.22 0.12
H 1.02 -6.71 -0.07 0.12
H -0.17 -4.63 0.48 0.10
H -2.04 1.03 0.84 0.10
H -4.27 0.18 1.47 0.12
H -4.84 -2.20 1.19 0.13
H -3.19 -3.75 0.20 0.13
H -1.00 -2.89 -0.59 0.10
H 2.65 -2.42 3.19 0.10
H 2.85 -1.82 5.56 0.12
H 1.11 -0.43 6.64 0.12
H -0.81 0.39 5.33 0.11
H -0.98 -0.12 2.93 0.08

***

6
Properties=species:S:1:pos:R:3:lowdin_charge:R:1 method="wB97M-V/def2-TZVPD" orbital_gap_ha=0.3012 charge=-1 e_tot_ha=-1039.72930 largest_force_ev_per_a=2.75 e_lumo_ev=2.50 relative_energy_kj_mol=186.3 e_homo_ev=-5.69
C -0.55 -0.27 1.56 -0.33
N -1.03 -0.08 2.59 -0.12
O 0.71 -1.36 -1.04 -0.45
O -1.00 0.36 -1.49 -0.43
S 1.64 1.35 -0.82 0.17
S 0.23 -0.01 -0.81 0.17

***

5
Properties=species:S:1:pos:R:3:lowdin_spin:R:1 method="wB97M-V/def2-TZVPD" orbital_gap_ha="0.2595 / 0.3520" charge=+2 e_tot_ha=-796.71268 largest_force_ev_per_a=6.02 e_lumo_ev="-13.66 / -11.36" relative_energy_kj_mol=0.0 multiplicity=5 s2=6.15 e_homo_ev="-20.72 / -20.93"
O 1.57 0.62 0.83 -0.02
C 0.46 0.10 0.45 -0.13
O 0.30 0.66 -0.77 -0.10
Pm -1.61 -0.79 -0.59 4.25
H 1.68 1.24 -0.19 -0.01